A cluster of 10 separate species, C12H42BF4O12 in total at a distorted geometry. Source: OMol25; level of theory: the ωB97M-V functional and the def2-TZVPD basis.

XYZ file:
```
71
Properties=species:S:1:pos:R:3
B 4.1598 -6.5074 -31.2854
F 3.6302 -5.3205 -31.7464
F 3.2798 -7.2091 -30.5095
F 4.5134 -7.2129 -32.3626
F 5.2549 -6.2350 -30.5365
O 7.6612 -7.4819 -32.7633
H 6.9555 -7.5088 -32.1172
H 7.5379 -8.2740 -33.2865
O 1.8434 -8.6768 -28.6269
H 2.3091 -7.9953 -29.1115
H 2.2242 -9.4971 -28.9405
O 3.7740 -4.2757 -34.1391
H 3.7247 -4.8415 -33.3686
H 4.5183 -4.6131 -34.6374
O 3.5707 -10.2020 -30.8924
H 3.8171 -9.3110 -31.1407
H 4.2774 -10.4950 -30.3171
C 5.9206 -2.7424 -28.5560
C 4.9457 -3.3227 -29.6510
O 4.1758 -4.2353 -28.8346
O 5.1848 -1.7879 -27.7820
H 6.8018 -2.3432 -29.0582
H 6.3225 -3.4898 -27.8718
H 5.4374 -3.7719 -30.5138
H 4.3291 -2.5880 -30.1689
H 4.0167 -4.9975 -29.3961
H 4.7814 -1.2050 -28.4294
C 5.1018 -7.6076 -27.1813
C 3.7199 -7.1744 -26.5813
O 3.9975 -6.2892 -25.5035
O 5.7972 -6.6191 -27.8294
H 4.9564 -8.4396 -27.8703
H 5.8077 -7.9212 -26.4121
H 2.9874 -7.9370 -26.3167
H 3.1938 -6.5765 -27.3255
H 4.3523 -6.8842 -24.8389
H 5.5930 -6.6906 -28.7647
C 2.5882 -7.4115 -35.0818
C 4.0339 -7.9108 -35.2642
O 4.9237 -6.7886 -35.1856
O 2.2153 -7.2184 -33.7325
H 1.7956 -8.0403 -35.4875
H 2.5702 -6.4270 -35.5492
H 4.1583 -8.4604 -36.1972
H 4.3118 -8.6434 -34.5065
H 5.4779 -6.8082 -34.4019
H 2.9993 -7.0093 -33.2195
C 10.5809 -4.4725 -30.5896
C 9.6040 -5.6056 -30.8427
C 8.6306 -5.7382 -29.6837
O 8.9171 -5.3968 -31.9896
H 11.5269 -4.5423 -31.1266
H 10.8577 -4.3704 -29.5403
H 10.1761 -3.5129 -30.9111
H 10.2117 -6.5099 -30.8742
H 7.9224 -6.5336 -29.9160
H 8.0017 -4.8574 -29.5541
H 9.0331 -6.0707 -28.7268
H 8.5494 -6.2033 -32.3584
C 0.4838 -3.6652 -30.0790
C -0.2076 -4.1047 -31.3458
C 0.8101 -4.2408 -32.4679
O -0.6694 -5.4097 -31.1172
H 1.0878 -4.4783 -29.6764
H -0.1565 -3.2849 -29.2831
H 1.1213 -2.7958 -30.2397
H -0.9538 -3.3690 -31.6458
H 1.4568 -5.1071 -32.3285
H 1.4836 -3.3937 -32.5981
H 0.2764 -4.4491 -33.3952
H -1.0760 -5.4287 -30.2478
```

Summary:
LUMO: 2.13 eV
HOMO-LUMO gap: 8.993 eV
Net charge: -1

A structure of composition C12H42BeN20O16 at a distorted geometry. Source: OMol25; level of theory: the ωB97M-V functional and the def2-TZVPD basis.

XYZ file:
```
91
Properties=species:S:1:pos:R:3
Be -0.1737 -0.0403 -0.0162
O 0.5894 2.3849 -0.3262
C 0.7816 2.3103 -1.6441
O 1.1574 3.3560 -2.1548
O 0.9466 1.2019 -2.1218
H 0.4019 3.3013 -0.5420
O -1.0816 -4.0810 2.1552
C -0.3633 -3.0817 1.6028
O 0.7447 -3.3776 1.3040
O -0.9190 -1.9494 1.3877
H -0.4293 -4.7820 2.0872
C -2.5873 1.8201 1.7927
O -1.5563 1.2181 1.5137
N -3.5057 2.1744 0.9586
N -2.9353 2.1436 3.0698
H -4.3284 2.6822 1.2506
H -3.4131 1.9865 -0.0295
H -2.1788 1.9987 3.7231
H -3.8030 2.6106 3.2915
C 1.4769 -4.9844 -1.6807
O 1.5281 -5.7155 -2.6405
N 2.5056 -4.4006 -1.0647
N 0.3612 -4.4937 -1.3975
H 3.4144 -4.6779 -1.4069
H 2.2486 -3.7206 -0.3635
H -0.4029 -5.0007 -1.8208
H 0.3057 -3.9162 -0.5708
C 0.0052 5.3239 0.9999
O -0.2768 5.0152 -0.1254
N -0.6277 6.2347 1.6570
N 1.0090 4.9234 1.6468
H -1.2010 6.8526 1.1007
H -0.5322 6.5689 2.6053
H 1.7164 4.4429 1.1093
H 0.9962 4.7660 2.6443
C 3.3158 -1.3814 -0.4139
O 2.1289 -1.0711 -0.1554
N 3.9102 -1.2077 -1.5547
N 4.2323 -1.8994 0.3343
H 4.8609 -1.4913 -1.7443
H 3.4832 -0.6380 -2.2711
H 5.1922 -1.8624 0.0223
H 3.8820 -2.0651 1.2670
C -0.7504 -1.7938 -3.0237
O -0.6879 -1.6875 -1.8535
N -1.8809 -1.9112 -3.6920
N 0.2641 -1.6607 -3.7669
H -2.6698 -2.0448 -3.0756
H -1.8255 -2.2920 -4.6258
H 0.0216 -1.1484 -4.6028
H 1.2260 -1.5700 -3.4726
C -2.7664 0.9223 -2.3829
O -2.1210 0.9737 -1.3808
N -4.0342 0.4264 -2.5950
N -2.3582 1.4055 -3.4978
H -4.6157 0.0593 -1.8554
H -4.2684 0.5036 -3.5745
H -3.0351 1.5118 -4.2398
H -1.3757 1.6147 -3.6029
C -4.2064 -2.3547 -0.4806
O -5.2750 -2.2204 -0.9172
N -3.1851 -3.1808 -0.7557
N -3.7929 -1.5097 0.4073
H -2.2535 -2.8675 -0.5233
H -3.4292 -3.9860 -1.3145
H -2.9991 -1.8647 0.9211
H -4.4928 -1.0504 0.9723
C 2.0864 0.2058 2.9327
O 1.0401 0.4308 2.3847
N 2.9054 1.1979 3.3529
N 2.5866 -0.9367 3.1314
H 2.5862 2.1436 3.1988
H 3.5435 1.0143 4.1140
H 3.4076 -1.0533 3.7079
H 1.9688 -1.7028 2.9044
C 4.2798 2.9946 -3.9420
O 4.9881 3.0767 -4.9318
N 4.0204 4.0114 -3.2322
N 3.5260 1.9333 -3.6407
H 3.3706 4.0252 -2.4592
H 4.3651 4.9352 -3.4515
H 2.7974 2.0984 -2.9610
H 3.7701 0.9763 -3.8521
C -1.0344 -0.6659 5.4421
O 0.1242 -0.4114 5.6764
N -1.5721 -0.4829 4.2673
N -1.7917 -1.2786 6.2721
H -0.8911 -0.2628 3.5547
H -2.4543 -0.9082 4.0204
H -1.2802 -1.6302 7.0689
H -2.7099 -1.4642 5.8945
```

Summary:
LUMO: -0.40 eV
HOMO-LUMO gap: 8.247 eV
Net charge: 0

A cluster of 10 separate species, C12H43BF4NO9 in total at a distorted geometry. Source: OMol25; level of theory: the ωB97M-V functional and the def2-TZVPD basis.

XYZ file:
```
70
Properties=species:S:1:pos:R:3
B 5.0538 -19.9718 -3.4534
F 4.1837 -19.0108 -3.8417
F 4.2862 -20.9136 -2.7471
F 5.5226 -20.5031 -4.6123
F 5.9940 -19.3846 -2.6011
C 5.3624 -19.8467 -8.0647
C 4.2429 -20.3236 -8.9639
O 4.5296 -21.6562 -9.4885
H 6.2927 -19.8474 -8.6328
H 5.6214 -20.5431 -7.2672
H 5.4173 -18.7656 -7.9373
H 3.9856 -19.6198 -9.7555
H 3.4196 -20.4829 -8.2675
H 5.2229 -22.0482 -8.9525
C 10.1923 -20.6806 -2.0615
C 9.2238 -20.8612 -0.9102
O 7.9896 -21.1901 -1.3894
H 10.1490 -21.6137 -2.6233
H 11.1993 -20.5987 -1.6524
H 10.0389 -19.7541 -2.6148
H 9.1041 -19.9331 -0.3515
H 9.6221 -21.6500 -0.2720
H 7.6596 -20.4844 -1.9503
C 1.1042 -19.2072 -1.5021
C 1.6684 -17.8325 -1.3839
O 3.0311 -17.8318 -1.0519
H 0.9196 -19.6862 -0.5406
H 1.8090 -19.8580 -2.0196
H 0.1920 -19.2071 -2.0986
H 1.0020 -17.3439 -0.6730
H 1.5970 -17.3454 -2.3564
H 3.4871 -18.2488 -1.7866
C 1.0050 -19.8276 -5.1393
C 0.6449 -20.0228 -6.6858
O -0.7642 -19.6067 -6.7544
H 0.9144 -18.7609 -4.9342
H 2.0603 -20.0979 -5.1770
H 0.4552 -20.4802 -4.4611
H 0.9302 -20.9503 -7.1823
H 1.2377 -19.2750 -7.2125
H -0.7862 -19.0130 -7.5085
O 3.9167 -22.8739 -6.1542
H 3.2721 -22.7445 -6.8498
H 4.1997 -21.9896 -5.9216
O 5.7950 -23.1341 -1.8193
H 5.4725 -22.4938 -2.4535
H 6.5786 -22.7295 -1.4472
O 5.7175 -16.6109 -3.1907
H 6.5079 -16.8880 -2.7273
H 5.2921 -17.4284 -3.4496
O 2.2640 -22.8240 -1.8000
H 1.6433 -22.2673 -2.2702
H 3.0865 -22.3348 -1.8181
C 11.9680 -21.0648 -7.6644
C 11.4216 -22.1662 -6.6771
C 9.8787 -21.9476 -6.4211
O 9.9152 -20.6743 -5.6619
C 8.5993 -20.1108 -5.2749
N 11.7035 -23.4876 -7.2750
H 13.0131 -21.2658 -7.9000
H 11.8942 -20.0419 -7.2952
H 11.5339 -20.9619 -8.6590
H 12.0250 -22.1785 -5.7694
H 9.3578 -22.7682 -5.9279
H 9.3957 -21.8911 -7.3967
H 8.7368 -19.1531 -4.7730
H 8.1094 -20.6783 -4.4836
H 7.8050 -19.9497 -6.0037
H 11.0294 -23.7924 -7.9625
H 12.5879 -23.6709 -7.7271
```

Summary:
LUMO: 2.44 eV
HOMO-LUMO gap: 9.800 eV
Net charge: -1

A cluster of 9 separate species, C12H44BF4N3O8 in total at a distorted geometry. Source: OMol25; level of theory: the ωB97M-V functional and the def2-TZVPD basis.

XYZ file:
```
72
Properties=species:S:1:pos:R:3
O 1.0657 -0.8329 -1.5209
H 1.8601 -1.0930 -2.1401
H 1.1412 0.1242 -1.2414
H 0.1872 -0.9719 -1.9674
B -1.9349 -0.6864 -0.7709
F -1.3843 -1.3754 -1.8907
F -1.9845 -1.5418 0.3165
F -1.1845 0.4757 -0.5126
F -3.2588 -0.3551 -1.1110
C 4.2692 -1.1005 -5.2038
C 3.1697 -0.6141 -4.2836
C 1.8391 -0.4013 -5.0000
O 0.8422 -0.0524 -4.0870
C -0.4419 0.1705 -4.6870
N 3.0610 -1.4829 -3.0833
H 5.2868 -0.9891 -4.8394
H 4.2165 -0.5768 -6.1646
H 4.0916 -2.1452 -5.4777
H 3.4329 0.3576 -3.8510
H 1.6262 -1.2996 -5.5943
H 2.0534 0.4523 -5.6573
H -1.1902 -0.4454 -4.1870
H -0.4232 0.0476 -5.7661
H -0.7166 1.1942 -4.4124
H 3.1905 -2.4677 -3.3080
H 3.8347 -1.3339 -2.4382
C 1.2835 3.2764 -2.4697
C 2.1956 2.7381 -1.3635
C 2.7656 3.8456 -0.5049
O 3.7732 3.3320 0.3339
C 4.3519 4.3508 1.1416
N 1.3924 1.7974 -0.5477
H 0.3399 3.6883 -2.1064
H 1.0869 2.3775 -3.0592
H 1.7024 4.0679 -3.0908
H 3.0005 2.1834 -1.8512
H 1.9828 4.3134 0.1126
H 3.1590 4.6397 -1.1589
H 4.7167 5.1404 0.4794
H 5.2217 3.9286 1.6406
H 3.6163 4.6631 1.8847
H 0.6751 2.3703 -0.0971
H 1.9442 1.5888 0.2899
C -2.3007 -0.6489 5.0126
C -1.8563 -2.1054 5.0481
C -2.9037 -2.9552 5.7276
O -3.1847 -2.4889 7.0314
C -3.3770 -3.5438 7.9510
N -1.5859 -2.5749 3.6725
H -2.4097 -0.1556 5.9799
H -3.2152 -0.4490 4.4445
H -1.5698 -0.0483 4.4555
H -0.8992 -2.2484 5.5583
H -2.6270 -4.0182 5.7084
H -3.8242 -2.9573 5.1169
H -3.6476 -3.0223 8.8686
H -2.4545 -4.1057 8.1535
H -4.1128 -4.2943 7.6477
H -1.2902 -1.7734 3.1239
H -2.4896 -2.8055 3.2592
O -3.8242 -3.1914 -2.1910
H -3.3083 -2.4254 -1.9099
H -4.3793 -2.8585 -2.9009
O -4.6459 -0.1136 1.2625
H -4.3768 -0.9200 1.7105
H -4.1170 -0.1100 0.4508
O -2.2118 2.9238 0.4921
H -3.1503 2.9374 0.7020
H -2.0292 2.0040 0.2661
O 0.0991 0.4756 1.7896
H 0.2668 -0.4705 1.8350
H -0.4318 0.5853 0.9794
```

Summary:
LUMO: -0.05 eV
HOMO-LUMO gap: 8.876 eV
Net charge: 0

A structure of composition C12H44F2InNO16S2 at a distorted geometry. Source: OMol25; level of theory: the ωB97M-V functional and the def2-TZVPD basis.

XYZ file:
```
78
Properties=species:S:1:pos:R:3
In 15.2128 -3.2002 12.9207
O 12.0287 -3.3396 12.9751
C 11.6335 -4.4899 13.5662
C 10.0241 -4.8744 13.5228
O 9.1960 -4.2264 12.6893
H 12.0013 -4.5670 14.5925
H 12.0868 -5.3508 13.0652
H 9.5977 -4.9249 14.5306
H 10.0088 -5.9173 13.1937
N 15.3134 -5.4522 14.6130
S 15.7316 -5.8328 16.0888
O 16.8862 -6.6906 16.2858
O 14.6557 -5.8448 17.0426
F 16.3359 -4.3566 16.4260
S 14.7521 -7.0526 14.2859
O 13.4953 -7.4063 14.9001
O 15.7334 -8.0708 13.9772
F 14.2105 -6.6261 12.8331
C 10.5198 -7.6031 16.4399
O 9.7692 -8.7425 16.0999
H 10.2052 -6.6962 15.9147
H 10.5271 -7.3860 17.5106
H 11.5770 -7.7284 16.2108
H 8.8376 -8.6227 16.2947
C 12.8242 -4.3628 19.1548
O 12.3194 -4.9711 17.9638
H 13.6387 -4.9522 19.5777
H 13.1680 -3.3657 18.8717
H 12.0429 -4.2788 19.9094
H 13.0688 -5.4322 17.5593
C 11.7937 -9.1935 12.8652
O 13.0489 -9.2832 12.1640
H 11.6015 -8.1341 13.0444
H 11.0543 -9.6120 12.1809
H 11.8140 -9.7376 13.8049
H 12.9000 -8.8852 11.3027
C 17.9932 -9.9000 16.0966
O 18.6066 -8.7812 16.6875
H 18.2503 -10.8388 16.5892
H 16.9052 -9.8118 16.0979
H 18.3962 -9.9759 15.0819
H 18.0661 -8.0067 16.4899
C 17.9904 -6.7115 19.5702
O 16.6055 -6.7867 19.7952
H 18.2477 -6.4426 18.5433
H 18.4331 -6.0439 20.3061
H 18.3586 -7.7333 19.6969
H 16.2250 -7.5276 19.3186
C 13.5506 -5.7452 9.9588
O 13.9566 -4.5106 10.5352
H 13.9303 -6.6631 10.4018
H 12.4593 -5.8051 9.9537
H 13.8654 -5.7670 8.9126
H 13.6124 -3.8093 9.9759
C 15.9858 -9.5554 10.1165
O 15.9745 -9.7945 11.5102
H 15.9765 -8.4916 9.8563
H 16.9422 -9.9208 9.7455
H 15.1340 -10.0031 9.5997
H 15.1116 -9.5466 11.8667
C 18.5571 -7.1112 13.2485
O 18.1726 -7.7754 12.0466
H 17.7420 -6.5667 13.7222
H 18.9132 -7.9451 13.8566
H 19.3727 -6.4288 13.0115
H 17.6579 -8.5628 12.2591
C 19.1105 -3.5961 13.3411
O 17.9887 -3.8866 14.1911
H 19.0595 -2.5146 13.2053
H 20.0456 -3.8819 13.8240
H 19.1323 -4.1158 12.3827
H 18.3815 -4.2273 14.9992
C 17.2113 -1.2948 15.9797
O 16.8472 -1.1410 14.5877
H 16.3426 -1.6626 16.5215
H 17.9444 -2.0967 16.0695
H 17.5876 -0.3576 16.3853
H 17.5471 -0.6649 14.1338
```

Summary:
LUMO: -4.15 eV
HOMO-LUMO gap: 5.330 eV
Net charge: 0

A cluster of 10 separate species, C12H44N12O10 in total at a distorted geometry. Source: OMol25; level of theory: the ωB97M-V functional and the def2-TZVPD basis.

XYZ file:
```
78
Properties=species:S:1:pos:R:3
C 7.7595 9.0193 -26.3895
C 8.5369 7.8185 -26.8733
O 9.6835 7.6197 -26.0967
H 6.9463 9.1938 -26.9853
H 8.2566 9.9735 -26.3515
H 7.3814 8.8306 -25.3967
H 8.9155 7.9408 -27.8092
H 7.8543 7.0192 -26.7662
H 10.4567 7.2000 -26.5258
C 14.8951 11.2089 -24.6622
C 14.3992 10.6186 -23.3333
O 15.5490 10.3429 -22.4835
H 15.3166 12.1747 -24.5290
H 14.0019 11.2589 -25.3835
H 15.6156 10.5946 -25.1021
H 13.8703 9.6380 -23.4298
H 13.7097 11.2455 -22.7645
H 15.1903 10.0558 -21.7005
C 18.5991 10.5322 -24.0743
O 19.7339 11.1555 -24.5278
N 17.9219 11.0327 -23.0936
N 18.2301 9.3866 -24.5224
H 18.1982 12.0096 -22.8730
H 16.9200 10.8189 -22.9705
H 18.7981 8.9055 -25.2092
H 17.2820 8.9783 -24.3421
C 11.7737 6.6705 -28.6130
O 12.5075 7.5594 -29.3534
N 10.8893 5.8985 -29.2444
N 11.7470 6.5187 -27.3634
H 10.8853 6.0627 -30.2154
H 10.1668 5.1857 -28.7846
H 12.3890 7.1538 -26.7623
H 11.3215 5.6515 -26.9730
C 12.0690 7.7411 -21.7149
O 12.6705 6.7059 -21.0307
N 12.1215 8.9458 -21.3971
N 11.2829 7.6084 -22.7257
H 12.8278 9.3337 -20.6629
H 11.6601 9.7702 -21.8905
H 11.0054 6.6748 -23.1768
H 10.7798 8.4471 -22.9841
C 10.5648 10.4781 -23.8422
O 11.3828 10.6641 -25.0026
N 10.8501 10.9011 -22.6450
N 9.5901 9.6131 -23.7975
H 11.5022 11.6572 -22.7219
H 10.0894 11.1613 -21.9578
H 9.4508 9.1503 -24.7213
H 8.9066 9.5245 -23.0327
C 13.9133 8.4955 -25.7932
O 15.0551 8.1100 -25.1171
N 13.8533 9.0080 -26.9934
N 12.6992 8.1129 -25.3400
H 14.6770 9.2792 -27.4525
H 13.0196 9.1415 -27.5447
H 12.6387 7.7013 -24.3800
H 12.0475 8.8510 -25.5406
C 10.7313 10.6888 -28.3702
O 10.8310 11.2042 -29.6384
N 11.0892 9.5824 -27.8772
N 10.3930 11.5267 -27.4308
H 11.3062 8.9979 -28.7072
H 10.7434 9.1839 -27.0838
H 10.1123 12.3915 -27.6529
H 10.4460 11.2284 -26.4776
C 17.8821 6.2669 -26.2988
O 17.2615 5.1087 -25.7782
H 18.3496 5.8518 -27.2013
H 18.5802 6.7206 -25.6814
H 17.1803 7.0679 -26.5837
H 16.4703 5.0516 -26.3573
C 13.2457 5.2257 -24.2419
O 14.4015 5.5482 -25.0060
H 13.2315 5.8965 -23.3844
H 13.1176 4.1502 -23.8713
H 12.3714 5.5527 -24.7412
H 14.6327 6.4986 -24.8305
```

Summary:
LUMO: -1.19 eV
HOMO-LUMO gap: 6.864 eV
Structure (SMILES): NC(N)=O.NC(N)=O.NC(N)=O.NC(N)=O.NC(N)=O.NC(N)=O.CCO.CCO.CO.CO
Net charge: 0

Q: What is the formula in the fifth record?
A: C12H44F2InNO16S2